The following is a DFT calculation (ωB97M-V/def2-TZVPD) of a structure of composition C4H7N2S at a distorted geometry.

Its HOMO energy is -12.765 eV. The relative energy (zero: lowest compared OMol25 entry of this formula, charge and spin) is 460.16 kJ/mol. Its net charge is +1.

Structure (XYZ):
```
14
C4H7N2S | OMol25 | ωB97M-V/def2-TZVPD
C 0.53036 0.60764 1.68743
C 0.77546 1.90359 2.15716
C 0.65551 0.78415 -0.51738
C -0.76489 -1.48005 1.61360
N -0.07534 -0.46416 1.89868
N -0.63108 0.79759 -0.94414
S -0.53330 2.76919 1.89310
H 1.78993 2.13344 2.65307
H 1.31165 1.81668 -0.46976
H 1.13879 -0.18814 -0.72081
H -0.44848 -2.41655 1.93841
H -1.71212 -1.41226 1.23617
H -1.02909 1.71927 -0.96672
H -1.01880 -0.12809 -1.28847
```

The following is a DFT calculation (ωB97M-V/def2-TZVPD) of the ion C4H7N2S with charge +1 at a distorted geometry.

Its expectation value of S² is 2.036. The spin multiplicity is 3. Its HOMO energy (spin up / spin down) is -11.617 / -14.512 eV. The relative energy (zero: lowest compared OMol25 entry of this formula, charge and spin) is 331.33 kJ/mol. Its net charge is +1.

Structure (XYZ):
```
14
C4H7N2S | OMol25 | ωB97M-V/def2-TZVPD
C -1.58054 0.03800 2.03230
C 1.92741 -0.55583 -0.74890
C -0.30237 -0.93318 -0.05825
C 0.19606 1.16184 -1.11039
N -1.05270 0.38617 0.96700
N 0.68924 -0.18162 -0.81959
S -0.76589 -2.43213 -0.27910
H -2.13911 0.70443 2.63961
H -1.79462 -1.00008 2.22999
H 2.73136 -0.06600 -1.24693
H 2.04044 -1.46036 -0.18865
H -0.87876 0.92416 -1.38272
H 0.82951 1.66785 -1.90306
H 0.09996 1.74675 -0.13130
```

The following is a DFT calculation (ωB97M-V/def2-TZVPD) of a structure of composition C4H7N3 at a distorted geometry.

Its HOMO energy (spin up / spin down) is -8.808 / -8.806 eV. The relative energy (zero: lowest compared OMol25 entry of this formula, charge and spin) is 368.36 kJ/mol.

Structure (XYZ):
```
14
C4H7N3 | OMol25 | ωB97M-V/def2-TZVPD
C -1.95616 -0.93077 -0.65989
C 0.84764 -1.31015 -0.71467
C 0.29541 -0.23901 0.20384
C -1.13729 0.12947 -0.24514
N -2.56915 -1.79783 -1.15103
N -2.98835 1.49049 1.03695
N -2.16528 0.68676 1.35272
H 1.09467 -0.74870 -1.78558
H 0.12281 -2.04012 -0.98878
H 1.93837 -1.70351 -0.53683
H 0.32347 -0.68801 1.14056
H 0.78614 0.75287 0.21105
H -1.09781 0.90400 -0.94174
H -3.65767 1.79120 1.80780
```

The following is a DFT calculation (ωB97M-V/def2-TZVPD) of a cluster of 2 separate species, C4H7N3 in total at a distorted geometry.

Its HOMO energy is -7.760 eV. The relative energy (zero: lowest compared OMol25 entry of this formula, charge and spin) is 416.61 kJ/mol.

Structure (XYZ):
```
14
C4H7N3 | OMol25 | ωB97M-V/def2-TZVPD
N 3.38807 0.90085 0.96001
C 3.28085 0.02501 0.07986
C 2.39927 -0.76234 -0.51516
N 1.76707 -1.65962 -1.04023
H 4.29567 1.22341 1.21890
H 2.28926 -2.51683 -1.51329
C -1.46272 1.06511 -0.56096
C -1.85373 0.01555 0.20601
N -3.05446 -0.00889 0.85506
H -0.55937 0.90274 -1.10656
H -2.15342 1.86761 -0.93602
H -1.20090 -0.89498 0.43036
H -3.43461 -0.77559 1.44860
H -3.70097 0.61797 0.47341
```

- What is the relative energy (zero: lowest compared OMol25 entry of this formula, charge and spin) in the first record?
  460.16 kJ/mol